# 1
23
Properties=species:S:1:pos:R:3 method="wB97M-V/def2-TZVPD" smiles="C=C(CC)NC.O.O" e_tot_ev=-11012.5783
C -0.39339 -0.79548 2.24488
C 0.03813 -0.62562 0.99353
C -0.61061 0.33240 0.02726
C -0.46033 1.76260 0.50682
N 1.22660 -1.23452 0.54861
C 1.20545 -1.95270 -0.71283
H 0.14197 -1.50847 2.87033
H -1.22862 -0.23938 2.62802
H -0.26700 0.29913 -1.00459
H -1.65657 0.05988 -0.01601
H -0.62888 2.46566 -0.31196
H -1.09234 2.04793 1.33404
H 0.57062 1.91131 0.83924
H 1.60966 -1.76185 1.32837
H 0.32650 -1.72474 -1.30796
H 1.18071 -3.02316 -0.57952
H 2.06413 -1.70610 -1.34742
O 3.10055 1.27937 -0.02487
H 3.39163 1.43253 0.88479
H 2.44206 0.57488 0.06446
O -3.43395 0.97274 -3.25982
H -3.29041 0.10797 -2.86653
H -4.23592 1.32561 -2.83885



# 2
23
Properties=species:S:1:pos:R:3 method="wB97M-V/def2-TZVPD" smiles=CN[C@@H](C)[C@H](C)O.O e_tot_ev=-11011.7775
C 1.55858 1.07740 1.38856
N 0.62212 0.01235 0.95617
C -0.31901 0.47491 -0.10760
C 0.12794 0.85044 -1.55476
C -1.34937 -0.70184 -0.18644
C -2.28251 -0.50141 0.97428
O -0.79765 -1.97129 -0.29249
H 0.81434 1.87920 1.69794
H 2.15001 1.49914 0.52688
H 2.13230 0.77397 2.29440
H 1.16595 -0.77611 0.59700
H -0.80798 1.44335 0.35433
H -0.77417 1.13708 -2.09418
H 0.51150 1.85614 -1.40307
H 0.78367 0.17646 -2.09921
H -1.94525 -0.57606 -1.16009
H -2.83695 -1.38222 1.31246
H -3.01775 0.28787 0.69348
H -1.84769 -0.31956 1.94351
H -0.03651 -2.12600 0.33311
O 2.11594 -1.29570 -1.08086
H 1.91952 -1.49677 -2.00029
H 2.11300 -0.32132 -1.09314



One value per record, in order, for gap between HOMO and LUMO: 9.12, 9.75 eV.
One value per record, in order, for energy above the lowest of the compared OMol25 structures with the same formula, charge and spin: 31.5, 50.0 kcal per mole.
One value per record, in order, for highest occupied orbital energy: -8.45, -9.02 eV.